[1]
A cluster of 2 separate species, C19H24N2O in total at a distorted geometry. Source: OMol25; level of theory: wB97M-V/def2-TZVPD.

```
! RIJCOSX wB97M-V def2-TZVPD def2/J DEFGRID3
* xyz 0 1
C -5.26 -1.36 1.33
H -5.46 -0.32 1.29
H -4.30 -1.41 1.87
H -6.08 -2.00 1.59
C -4.96 -1.95 -0.35
N -3.96 -1.19 -0.83
C -4.19 0.15 -1.09
C -3.57 1.31 -0.36
N -2.22 1.07 0.03
C -1.97 -0.37 0.57
C -2.61 -1.16 -0.41
H -2.61 -2.26 -0.09
H -1.88 -1.54 -1.43
H -0.93 -0.43 0.80
H -2.56 -0.42 1.40
C -1.27 1.41 -0.77
C 0.22 1.31 -0.26
C 1.22 0.84 -0.90
C 2.64 1.05 -0.51
C 2.72 1.63 0.89
C 1.64 2.15 1.35
C 0.29 2.19 1.06
H -0.43 2.65 1.49
H 1.79 2.70 2.56
H 3.75 1.81 0.94
O 3.63 0.43 -1.21
C 4.64 -0.36 -0.60
C 5.88 0.06 -1.32
C 6.88 -0.76 -0.66
C 6.93 -1.45 0.50
C 5.69 -1.39 1.05
C 4.52 -0.91 0.47
H 3.64 -0.92 1.13
H 5.59 -2.17 2.01
H 7.74 -1.96 0.84
H 7.94 -0.46 -1.26
H 5.91 0.45 -2.39
H 1.11 0.42 -1.66
H -1.23 0.83 -1.77
H -1.58 2.58 -1.12
H -3.56 2.23 -0.47
H -4.27 1.31 0.93
H -5.26 0.41 -1.39
H -3.63 0.29 -2.19
H -5.98 -1.58 -0.88
H -4.58 -2.91 -0.21
*
```

Löwdin atomic charge list, values in e, 2 entries: -0.028, -0.007

=====

[2]
The molecule C19H24N2O4 at a distorted geometry. Source: OMol25; level of theory: wB97M-V/def2-TZVPD.

Its SMILES is CCOC(=O)C1=C(C)N(C)C(C)=C(C(=O)OCC)C1c1ccccn1.

```
! RIJCOSX wB97M-V def2-TZVPD def2/J DEFGRID3
* xyz 0 1
C -3.68 -2.75 -0.62
C -3.17 -1.73 -1.75
H -3.97 -0.91 -1.96
H -3.01 -2.24 -2.72
O -2.15 -1.19 -1.44
C -2.27 0.25 -1.27
O -3.25 0.81 -1.62
C -1.02 0.92 -0.86
C -0.85 2.25 -0.63
N 0.44 2.62 -0.02
C 1.47 2.08 -0.05
C 1.30 0.64 -0.36
C 2.56 -0.55 -0.52
O 3.73 0.01 -0.44
O 2.11 -1.68 -0.57
C 3.06 -2.68 -0.48
C 3.55 -3.00 -2.01
H 3.92 -1.97 -2.37
H 2.74 -2.97 -2.72
H 4.21 -3.59 -2.04
H 2.66 -3.57 -0.28
H 3.90 -2.26 0.14
C 0.02 0.03 -0.17
C -0.38 -0.42 1.37
N -0.41 0.69 1.83
C -0.63 0.26 3.32
C -0.94 -1.24 3.78
C -0.82 -1.93 2.84
C -0.61 -1.83 1.67
H -0.41 -2.61 0.88
H -1.02 -3.00 3.13
H -1.23 -1.26 4.69
H -0.74 1.12 4.02
H 0.00 -1.11 -0.86
C 2.81 2.52 0.04
H 2.87 3.72 -0.50
H 3.09 2.82 0.90
H 3.62 1.96 -0.08
C 0.47 4.06 0.53
H 1.13 4.17 1.40
H 0.84 4.67 -0.09
H -0.60 4.37 1.20
C -1.89 3.24 -0.88
H -2.37 3.49 0.00
H -2.63 2.93 -1.66
H -1.15 4.07 -1.39
H -3.89 -2.37 0.28
H -4.48 -3.44 -1.01
H -2.89 -3.36 -0.64
*
```

Löwdin atomic charge list, values in e, 2 entries: 0.000, -0.415

=====

Here are the calculated HOMO level numbers, same order: -7.40; -6.58 (eV).
Here are the calculated gap between HOMO and LUMO numbers, same order: 7.8111; 6.8573 (eV).